Record 1
A molecular structure, C26H44F6Ge2NO8PPdS2. Source: the OMol25 dataset; level of theory: wB97M-V/def2-TZVPD.

The geometry in XYZ format:
```
91
Properties=species:S:1:pos:R:3
Pd 1.6283 -0.3295 -0.0222
F 6.0103 -1.0898 -1.2989
C 6.3258 -0.6838 -0.0738
F 6.6327 0.6187 -0.1228
F 7.3830 -1.3603 0.3555
S 4.9010 -0.9143 1.0670
O 3.8760 -0.1037 0.4032
O 5.3570 -0.4568 2.3379
N 4.6177 -2.4392 0.9735
S 3.1919 -2.8812 0.4041
O 2.1353 -2.6094 1.3548
O 2.9506 -2.4716 -0.9516
C 3.5411 -4.7048 0.4258
F 2.5774 -5.4135 -0.1058
F 3.7187 -5.0797 1.6948
F 4.6715 -4.9217 -0.2505
C 4.0197 3.5872 -1.9694
C 3.5282 2.1807 -1.6068
Ge 2.3801 2.2510 -0.0295
C 3.2045 2.4713 1.7270
C 3.4863 3.9466 2.0308
C 0.9723 3.5693 -0.1853
C -0.3119 3.2080 -0.1800
Ge -0.6387 1.2686 -0.3460
C -0.8002 0.8905 -2.2587
C -1.9602 1.5672 -2.9885
C -1.5023 0.5747 1.2599
C -2.8919 1.1297 1.5877
C -1.4404 4.1705 -0.1135
C -2.7084 3.8091 -0.5640
C -3.7719 4.6981 -0.5217
C -3.5854 5.9728 -0.0109
C -2.3329 6.3445 0.4618
C -1.2750 5.4534 0.4144
H 4.6160 3.5602 -2.8825
H 4.6487 4.0070 -1.1826
H 3.1908 4.2767 -2.1410
H 4.3570 1.5094 -1.3947
H 2.9591 1.7510 -2.4338
H 4.1088 1.8716 1.7747
H 2.5103 2.0618 2.4649
H 4.1988 4.3765 1.3245
H 3.9151 4.0518 3.0283
H 2.5781 4.5509 2.0003
H 1.2532 4.6233 -0.1786
H -0.8032 -0.1889 -2.3756
H 0.1472 1.2590 -2.6665
H -2.9307 1.2404 -2.6089
H -1.9231 1.3056 -4.0473
H -1.9125 2.6540 -2.9162
H -0.8120 0.8546 2.0627
H -1.5063 -0.5093 1.1874
H -2.8774 2.2038 1.7673
H -3.2594 0.6478 2.4958
H -3.6149 0.9264 0.7965
H -2.8800 2.8144 -0.9610
H -4.7444 4.3914 -0.8841
H -4.4114 6.6704 0.0296
H -2.1832 7.3316 0.8797
H -0.3146 5.7521 0.8141
C -0.9946 -2.8024 3.2278
C -1.4527 -3.6353 2.0374
C -2.9245 -4.0007 2.1674
C -0.6066 -4.8927 1.9192
O -1.3583 -2.7346 0.8970
P -0.5598 -2.8238 -0.4951
O 0.4095 -3.9119 -0.6057
O -0.0806 -1.3691 -0.6721
O -1.6842 -3.0781 -1.5961
C -2.9934 -2.5651 -1.9006
C -3.4249 -1.4403 -0.9735
C -3.9560 -3.7404 -1.7804
C -2.9316 -2.0838 -3.3433
H -1.0866 -3.3741 4.1526
H -1.6040 -1.9001 3.3166
H 0.0494 -2.5153 3.0967
H -3.0938 -4.5656 3.0853
H -3.2373 -4.6177 1.3245
H -3.5421 -3.1005 2.1956
H -0.7830 -5.4962 2.8124
H 0.4508 -4.6499 1.8567
H -0.8702 -5.4746 1.0383
H -3.4822 -1.7857 0.0579
H -4.4064 -1.0741 -1.2809
H -2.7148 -0.6153 -1.0238
H -3.9925 -4.0930 -0.7504
H -3.6244 -4.5595 -2.4184
H -4.9619 -3.4425 -2.0823
H -2.2335 -1.2519 -3.4483
H -3.9177 -1.7565 -3.6784
H -2.5922 -2.8950 -3.9870
```

Computed properties:
energy relative to the best compared isomer or geometry (same formula, charge and spin)	40.92	kcal per mole
E_LUMO (spin up / spin down)	-0.6 / -3.3	eV
<S²>	2.004
net charge	0
spin multiplicity	3
Kohn-Sham gap (spin up / spin down)	8.1 / 6.0	eV

Löwdin analysis output, partial charges in e: 0.831 0.150 -0.678 0.131 0.156 0.605 -0.469 -0.241 -0.277 0.602 -0.320 -0.299 -0.684 0.174 0.141 0.141 -0.158 -0.344 0.952 -0.342 -0.158 -0.237 -0.339 1.047 -0.340 -0.161 -0.337 -0.145 -0.236 -0.074 -0.067 -0.081 -0.073 -0.033 0.074 0.064 0.062 0.041 0.063 0.041 0.071 0.063 0.075 0.056 0.064 0.027 0.068 0.063 0.079 0.062 0.073 0.023 0.063 0.075 0.060 0.076 0.108 0.104 0.106 0.106 -0.021 -0.603 -0.028 -0.032 -0.193 0.298 -0.244 -0.459 -0.136 -0.611 -0.028 -0.015 -0.015 0.091 0.078 0.080 0.090 0.077 0.083 0.094 0.068 0.092 0.078 0.100 0.046 0.071 0.094 0.090 0.064 0.092 0.095

***

Record 2
4 unconnected molecules or ions with the total composition C26H44FN6O3S at a distorted geometry. Source: the OMol25 dataset; level of theory: wB97M-V/def2-TZVPD.

The geometry in XYZ format:
```
81
Properties=species:S:1:pos:R:3
C 1.6895 1.7192 3.2819
C 0.4967 0.5460 3.2645
N -0.2771 0.5017 1.9682
C 0.1661 -0.5932 1.0336
C 1.8051 -0.8881 1.0488
N 2.0970 -1.7343 -0.1541
C 2.8377 -1.0562 -1.2483
C 4.2839 -0.3567 -0.8297
C 5.5499 -1.0345 -1.6216
F 4.2510 1.0890 -1.2679
C 2.4437 -3.1618 0.1273
C 3.9372 -3.3033 0.7576
C 4.1905 -4.4901 1.8401
N 2.2473 -3.9215 -1.2048
C 2.7898 -5.1742 -1.1484
S 3.0561 -6.8852 -1.0607
C 1.2282 -3.8023 1.0818
O 1.1534 -3.7167 2.4055
O 0.0683 -4.4823 0.4133
C -1.7097 0.0880 2.3688
C -3.0707 0.7644 1.6966
O -1.9584 -0.9004 3.2714
H 2.7735 1.2462 3.1312
H 1.7437 2.2637 4.3410
H 1.4851 2.5428 2.4492
H 0.8870 -0.4953 3.6475
H -0.2774 0.9143 4.0960
H -0.4776 -1.5515 1.2236
H -0.0614 -0.2045 -0.0721
H 2.2929 0.2022 1.0218
H 2.1737 -1.3447 2.0844
H 3.0468 -1.6592 -2.2250
H 2.1603 -0.1334 -1.5952
H 4.4392 -0.2995 0.3526
H 6.2312 -0.1371 -2.0124
H 5.1969 -1.5931 -2.6144
H 6.2351 -1.7245 -0.9708
H 4.7335 -3.4584 -0.1181
H 4.2539 -2.2719 1.2650
H 3.6748 -4.2044 2.8698
H 5.3606 -4.5685 2.0336
H 3.8370 -5.5472 1.4414
H -3.2478 0.1550 0.6857
H -2.9618 1.9164 1.5257
H -3.9934 0.4697 2.3888
C 2.8410 5.4875 -2.1470
C 2.3843 4.1162 -2.6348
C 0.8707 3.9207 -2.5286
C 0.4374 4.0456 -1.0770
N 0.0781 4.1494 0.1272
H 2.6179 5.6338 -1.0854
H 3.9238 5.5927 -2.2683
H 2.3545 6.2883 -2.7156
H 2.9011 3.3429 -2.0534
H 2.6891 3.9912 -3.6797
H 0.5928 2.9296 -2.9026
H 0.3428 4.6702 -3.1282
C -2.2476 -4.8406 -2.3066
C -3.6682 -5.0340 -1.7856
C -4.6715 -4.0697 -2.4214
C -4.2731 -2.6360 -2.1112
N -3.9425 -1.4467 -1.8539
H -1.8617 -3.8444 -2.0682
H -1.5718 -5.5687 -1.8468
H -2.2064 -4.9758 -3.3934
H -3.6670 -4.9049 -0.6963
H -3.9836 -6.0635 -1.9876
H -5.6753 -4.2574 -2.0259
H -4.7031 -4.2082 -3.5075
C -4.8750 4.5695 -0.2827
C -6.1731 4.5333 0.5178
C -6.1294 5.4217 1.7625
C -5.0197 4.9529 2.6895
N -4.0990 4.5639 3.4583
H -4.0304 4.1874 0.2994
H -4.9623 3.9438 -1.1766
H -4.6398 5.5910 -0.6027
H -6.3819 3.4963 0.8080
H -6.9970 4.8596 -0.1263
H -7.0861 5.3719 2.2933
H -5.9496 6.4657 1.4841
```

Computed properties:
energy relative to the best compared isomer or geometry (same formula, charge and spin)	272.02	kcal per mole
E_LUMO	2.2	eV
net charge	-1
Kohn-Sham gap	6.6	eV

Löwdin analysis output, partial charges in e: -0.124 -0.245 -0.127 -0.140 -0.155 -0.146 -0.134 -0.248 -0.090 -0.163 -0.352 -0.179 -0.136 0.098 -0.558 0.524 -0.373 -0.120 -0.267 -0.274 -0.034 -0.064 0.064 0.071 0.071 0.130 0.127 0.133 0.134 0.122 0.132 0.118 0.136 0.138 0.087 0.090 0.075 0.111 0.112 0.087 0.077 0.056 0.081 0.067 0.093 -0.119 -0.275 -0.195 -0.161 0.111 0.069 0.071 0.073 0.101 0.108 0.112 0.110 -0.113 -0.276 -0.206 -0.162 0.097 0.072 0.074 0.070 0.118 0.104 0.106 0.109 -0.113 -0.280 -0.203 -0.167 0.111 0.063 0.075 0.076 0.113 0.105 0.109 0.112

***

- Among the records above, which one has the highest energy relative to the best compared isomer or geometry (same formula, charge and spin)?
  C26H44FN6O3S